# C50H54N9O7Tl

C50H54N9O7Tl as an isolated structure (the ωB97M-V functional and the def2-TZVPD basis, OMol25).

Its energy relative to the best compared isomer or geometry (same formula, charge and spin) is 784.4 kJ/mol. The total energy is -85155.004 eV. Its LUMO energy (spin up / spin down) is -1.70 / -1.83 eV. The calculation puts the HOMO energy (spin up / spin down) at -7.6 / -7.6 eV. As for the net charge: 0. The value obtained for the molecular weight is 1097.4 g mol⁻¹. As for the gap between HOMO and LUMO (spin up / spin down): 5.9 / 5.8 eV.

Positions of all 121 atoms, in Å:
Tl: -1.35 0.12 0.59
O: -1.03 2.21 2.02
C: 0.15 2.25 2.70
C: 1.38 1.78 1.83
C: 1.44 2.54 0.53
C: 2.53 3.35 0.22
C: 2.55 3.99 -1.01
C: 1.46 3.88 -1.85
C: 0.36 3.12 -1.43
C: -0.94 3.13 -2.19
C: -1.42 1.74 -2.72
O: -1.78 0.89 -1.74
C: -0.37 1.17 -3.71
C: 0.00 1.80 -4.88
C: 0.78 1.33 -5.95
C: 1.32 0.06 -6.32
C: 1.86 -1.02 -5.72
C: 0.21 -0.17 -3.37
C: -2.65 1.95 -3.67
C: -3.31 0.79 -4.07
C: -4.39 0.84 -4.93
C: -4.85 2.07 -5.39
C: -4.24 3.23 -4.96
C: -3.15 3.17 -4.10
N: 0.39 2.43 -0.29
C: 0.04 1.45 4.01
C: -1.03 1.75 4.84
C: -1.25 1.05 6.01
C: -0.38 0.03 6.38
C: 0.70 -0.28 5.56
C: 0.91 0.43 4.38
C: 0.45 3.73 3.03
C: 1.30 4.07 4.08
C: 1.55 5.41 4.36
C: 0.96 6.41 3.59
C: 0.13 6.07 2.54
C: -0.13 4.73 2.26
H: 1.26 0.71 1.62
H: 2.28 1.94 2.41
H: 3.33 3.48 0.93
H: 3.40 4.60 -1.30
H: 1.44 4.37 -2.82
H: -0.86 3.83 -3.02
H: -1.71 3.46 -1.49
H: -0.44 2.78 -5.05
H: 0.79 2.02 -6.79
H: 1.25 -0.10 -7.39
H: 2.10 -1.97 -3.93
H: -0.10 -0.34 -2.33
H: -2.97 -0.16 -3.67
H: -4.89 -0.07 -5.23
H: -5.69 2.12 -6.07
H: -4.61 4.19 -5.29
H: -2.71 4.11 -3.77
H: -1.72 2.54 4.54
H: -2.09 1.29 6.64
H: -0.54 -0.53 7.29
H: 1.38 -1.07 5.84
H: 1.75 0.16 3.76
H: 1.75 3.30 4.69
H: 2.20 5.67 5.18
H: 1.15 7.45 3.83
H: -0.33 6.84 1.94
H: -0.79 4.45 1.45
C: 2.03 -2.34 -6.40
N: 2.37 -1.06 -4.33
C: 3.84 -0.95 -4.32
C: 1.70 -0.05 -3.41
N: 2.34 0.77 -2.74
N: -0.33 -1.31 -4.09
C: -0.93 -2.31 -3.30
N: -1.73 -3.19 -3.99
N: -0.68 -2.37 -2.06
H: 3.08 -2.62 -6.55
H: 1.56 -2.32 -7.38
H: 1.55 -3.13 -5.82
H: 4.26 -1.66 -5.04
H: 4.24 -1.18 -3.34
H: 4.12 0.05 -4.62
H: 3.35 0.79 -2.78
H: -0.87 -1.05 -4.91
H: -1.62 -3.27 -4.99
H: -1.91 -4.06 -3.50
H: -1.08 -3.17 -1.58
O: -2.67 -4.33 0.56
C: -2.10 -3.68 1.46
O: -2.24 -2.47 1.77
C: -1.08 -4.46 2.31
C: 0.03 -3.69 2.94
C: 1.13 -4.57 3.61
C: 0.80 -6.01 3.79
C: -0.28 -6.57 3.24
C: -1.20 -5.79 2.45
N: 1.75 -6.79 4.53
O: 2.79 -6.23 4.87
O: 1.51 -7.97 4.76
H: -0.39 -2.89 3.55
H: 1.51 -4.16 4.54
H: -0.46 -7.63 3.39
H: -2.04 -6.28 1.97
C: 3.73 -1.07 3.38
C: 2.82 -2.12 2.83
N: 1.69 -1.89 2.29
C: 1.08 -3.17 1.93
C: 2.10 -4.24 2.45
N: 3.26 -3.44 2.80
H: 3.47 -0.10 2.97
H: 4.77 -1.31 3.16
H: 3.62 -1.02 4.47
H: 0.75 -3.15 0.89
H: 2.36 -5.09 1.81
H: 3.85 -3.79 3.55
C: -4.66 0.89 1.65
C: -4.41 -0.16 2.73
O: -3.03 -0.30 3.01
H: -5.73 1.04 1.49
H: -4.21 0.58 0.70
H: -4.20 1.84 1.95
H: -4.84 -1.11 2.41
H: -4.90 0.15 3.65
H: -2.74 -1.18 2.72

# C50H55INO3P2RhSi

C50H55INO3P2RhSi as an isolated structure (the ωB97M-V functional and the def2-TZVPD basis, OMol25).

Its energy relative to the best compared isomer or geometry (same formula, charge and spin) is 105.6 kJ/mol. The total energy is -97938.666 eV. Its LUMO energy (spin up / spin down) is 0.39 / -1.25 eV. The calculation puts the HOMO energy (spin up / spin down) at -4.2 / -6.9 eV. The multiplicity is 5. As for the net charge: 0. The value obtained for the molecular weight is 1037.8 g mol⁻¹. As for the gap between HOMO and LUMO (spin up / spin down): 4.6 / 5.6 eV.

Positions of all 114 atoms, in Å:
Rh: 0.33 -0.54 -0.51
I: 2.98 -0.64 -0.89
C: 4.08 -0.70 0.89
C: 5.42 -0.74 0.50
C: 6.40 -0.71 1.48
C: 6.01 -0.63 2.80
C: 4.65 -0.59 3.20
C: 4.36 -0.52 4.58
C: 3.04 -0.50 5.03
C: 2.01 -0.50 4.13
C: 2.21 -0.51 2.70
P: 0.63 -0.50 1.87
C: -0.17 -1.98 2.64
C: -1.18 -1.97 3.61
C: -1.65 -3.16 4.17
C: -1.11 -4.37 3.78
C: -0.07 -4.40 2.86
C: 0.39 -3.21 2.31
C: -0.32 0.91 2.57
C: 0.31 2.01 3.16
C: -0.45 3.07 3.64
C: -1.83 3.05 3.57
C: -2.47 1.96 2.97
C: -1.71 0.92 2.46
C: 3.58 -0.60 2.20
H: 5.69 -0.81 -0.54
H: 7.44 -0.74 1.20
H: 6.76 -0.61 3.59
H: 5.19 -0.51 5.28
H: 2.82 -0.48 6.09
H: 1.00 -0.48 4.51
H: -1.60 -1.03 3.95
H: -2.43 -3.12 4.92
H: -1.48 -5.30 4.22
H: 0.39 -5.34 2.59
H: 1.24 -3.23 1.63
H: 1.39 2.02 3.24
H: 0.06 3.92 4.09
H: -2.42 3.87 3.95
H: -3.55 1.94 2.89
H: -2.21 0.10 1.96
C: 2.45 2.24 -5.23
C: 1.21 1.65 -5.06
C: 0.68 1.49 -3.79
C: 1.37 1.92 -2.65
C: 2.64 2.49 -2.83
C: 3.17 2.65 -4.11
Si: 0.52 1.82 -0.97
C: -1.03 2.89 -1.15
C: -1.94 2.93 -0.09
C: -2.96 3.87 -0.03
C: -3.11 4.80 -1.06
C: -2.22 4.78 -2.13
C: -1.18 3.85 -2.17
C: 1.48 2.92 0.27
C: 2.62 2.49 0.97
C: 3.32 3.33 1.83
C: 2.89 4.63 2.02
C: 1.76 5.09 1.35
C: 1.07 4.24 0.49
H: 2.86 2.39 -6.22
H: 0.65 1.31 -5.93
H: -0.29 1.01 -3.68
H: 3.21 2.82 -1.97
H: 4.15 3.11 -4.23
H: -1.85 2.21 0.71
H: -3.64 3.88 0.81
H: -3.90 5.54 -1.03
H: -2.32 5.50 -2.93
H: -0.48 3.88 -3.00
H: 2.98 1.48 0.87
H: 4.19 2.94 2.36
H: 3.42 5.29 2.70
H: 1.41 6.10 1.49
H: 0.18 4.63 0.00
C: -4.96 0.86 -2.66
C: -3.49 1.00 -2.38
O: -3.15 0.06 -1.31
P: -1.85 -0.85 -1.31
O: -1.64 -1.27 -2.83
C: -2.52 -2.14 -3.60
C: -2.92 -1.48 -4.89
O: -2.46 -2.19 -0.71
C: -3.19 -2.31 0.53
C: -4.25 -3.36 0.35
H: -5.28 1.63 -3.37
H: -5.53 0.98 -1.74
H: -5.20 -0.12 -3.08
H: -3.26 2.00 -2.06
H: -2.89 0.78 -3.25
H: -3.37 -2.42 -2.99
H: -1.94 -3.04 -3.80
H: -3.64 -0.67 -4.74
H: -3.38 -2.23 -5.55
H: -2.04 -1.08 -5.41
H: -3.65 -1.35 0.78
H: -2.48 -2.58 1.31
H: -4.94 -3.09 -0.45
H: -4.83 -3.46 1.28
H: -3.80 -4.33 0.12
C: -0.57 -4.66 -1.28
C: 0.63 -3.71 -1.43
C: 1.89 -4.44 -0.92
C: 0.80 -3.32 -2.91
N: 0.40 -2.53 -0.63
H: -0.36 -5.59 -1.81
H: -1.49 -4.22 -1.68
H: -0.75 -4.88 -0.22
H: 2.15 -5.22 -1.64
H: 1.71 -4.91 0.04
H: 2.74 -3.76 -0.84
H: 0.75 -4.22 -3.51
H: 1.77 -2.84 -3.08
H: 0.02 -2.62 -3.23

# C50H56AuN5O2P2SSi2

C50H56AuN5O2P2SSi2 as an isolated structure (the ωB97M-V functional and the def2-TZVPD basis, OMol25).

Its energy relative to the best compared isomer or geometry (same formula, charge and spin) is 71.1 kJ/mol. The total energy is -113166.215 eV. Its LUMO energy (spin up / spin down) is -0.73 / -0.94 eV. The calculation puts the HOMO energy (spin up / spin down) at -6.6 / -6.9 eV. The multiplicity is 3. As for the net charge: 0. The value obtained for the molecular weight is 1106.2 g mol⁻¹. As for the gap between HOMO and LUMO (spin up / spin down): 5.8 / 6.0 eV.

Positions of all 119 atoms, in Å:
Au: 0.63 -0.32 -0.45
C: 1.30 -2.43 3.81
Si: -0.21 -2.36 2.71
C: -1.75 -2.64 3.75
C: -0.08 -3.73 1.44
N: -0.28 -0.90 1.84
P: -0.67 0.61 2.00
C: -0.44 1.25 0.38
P: -0.07 2.59 -0.71
N: 0.76 1.95 -1.87
Si: 0.88 2.13 -3.56
C: 1.84 3.68 -4.01
C: -0.79 2.20 -4.41
C: 1.81 0.64 -4.19
C: 0.90 3.83 0.19
C: 2.29 3.82 0.05
C: 3.07 4.70 0.78
C: 2.47 5.61 1.64
C: 1.09 5.63 1.78
C: 0.30 4.75 1.05
C: -1.59 3.46 -1.12
C: -2.84 2.92 -0.80
C: -4.00 3.59 -1.16
C: -3.92 4.79 -1.84
C: -2.68 5.34 -2.17
C: -1.52 4.67 -1.80
C: -2.39 0.95 2.44
C: -2.79 1.98 3.29
C: -4.14 2.24 3.49
C: -5.09 1.48 2.83
C: -4.70 0.46 1.97
C: -3.36 0.19 1.78
C: 0.32 1.41 3.29
C: 1.42 2.22 3.04
C: 2.21 2.68 4.08
C: 1.91 2.33 5.39
C: 0.83 1.51 5.66
C: 0.04 1.05 4.62
H: 1.32 -3.35 4.41
H: 1.34 -1.59 4.50
H: 2.21 -2.41 3.20
H: -1.73 -3.64 4.19
H: -2.65 -2.57 3.13
H: -1.85 -1.91 4.56
H: 0.21 -4.69 1.88
H: 0.66 -3.44 0.68
H: -1.03 -3.86 0.91
H: 1.19 4.56 -4.04
H: 2.31 3.59 -4.99
H: 2.63 3.87 -3.28
H: -1.28 3.17 -4.26
H: -1.46 1.43 -4.02
H: -0.68 2.05 -5.48
H: 2.84 0.63 -3.80
H: 1.86 0.61 -5.28
H: 1.33 -0.28 -3.84
H: 2.73 3.11 -0.64
H: 4.14 4.69 0.67
H: 3.08 6.30 2.21
H: 0.62 6.34 2.45
H: -0.77 4.76 1.16
H: -2.90 1.96 -0.30
H: -4.96 3.16 -0.92
H: -4.82 5.31 -2.13
H: -2.62 6.28 -2.70
H: -0.55 5.10 -2.04
H: -2.05 2.59 3.79
H: -4.44 3.04 4.15
H: -6.14 1.69 2.98
H: -5.44 -0.12 1.43
H: -3.05 -0.58 1.10
H: 1.68 2.48 2.02
H: 3.06 3.32 3.86
H: 2.53 2.70 6.20
H: 0.59 1.22 6.67
H: -0.80 0.40 4.83
C: -6.32 -2.30 -0.76
C: -4.87 -2.59 -0.97
C: -4.38 -3.90 -0.97
C: -3.02 -4.04 -1.16
N: -2.20 -3.03 -1.36
C: -2.74 -1.80 -1.35
S: -1.76 -0.41 -1.72
N: -4.06 -1.56 -1.15
H: -6.95 -2.99 -1.31
H: -6.54 -1.28 -1.08
H: -6.58 -2.39 0.30
H: -5.03 -4.75 -0.83
H: -2.58 -5.03 -1.17
C: -0.04 -5.23 -3.55
O: 1.33 -5.33 -3.16
C: 2.13 -4.27 -3.47
C: 2.15 -3.64 -4.71
C: 3.07 -2.63 -4.95
C: 3.97 -2.25 -3.97
C: 3.94 -2.86 -2.73
C: 3.01 -3.85 -2.48
N: 2.96 -4.59 -1.27
C: 3.38 -4.30 -0.06
C: 3.71 -3.06 0.52
C: 4.55 -3.10 1.67
C: 4.89 -1.96 2.34
C: 4.35 -0.73 1.89
C: 3.49 -0.65 0.84
C: 3.09 -1.83 0.11
O: 2.20 -1.80 -0.80
H: -0.14 -5.10 -4.62
H: -0.52 -4.41 -3.01
H: -0.48 -6.19 -3.27
H: 1.46 -3.95 -5.49
H: 3.08 -2.14 -5.92
H: 4.69 -1.46 -4.16
H: 4.64 -2.56 -1.95
H: 2.60 -5.52 -1.41
H: 3.49 -5.18 0.57
H: 4.94 -4.06 2.00
H: 5.54 -1.99 3.20
H: 4.61 0.18 2.42
H: 3.06 0.29 0.52

# C50H56ClN3P3PdSi2

C50H56ClN3P3PdSi2 as an isolated structure (the ωB97M-V functional and the def2-TZVPD basis, OMol25).

The total energy is -116850.959 eV. Its LUMO energy (spin up / spin down) is -5.08 / -5.77 eV. The calculation puts the HOMO energy (spin up / spin down) at -9.4 / -8.6 eV. As for the net charge: +1. The value obtained for the molecular weight is 990.0 g mol⁻¹. As for the gap between HOMO and LUMO (spin up / spin down): 4.4 / 2.8 eV.

Positions of all 116 atoms, in Å:
Pd: 0.05 -1.05 0.09
C: -3.38 3.84 -1.25
Si: -3.15 1.99 -1.41
C: -4.78 1.09 -1.05
C: -2.74 1.60 -3.20
N: -1.88 1.34 -0.46
P: -1.44 1.54 1.06
C: -0.19 0.41 1.49
P: 1.49 0.50 1.75
N: 1.98 -0.42 0.50
Si: 3.44 -1.37 0.43
C: 4.90 -0.43 1.12
C: 3.26 -2.98 1.39
C: 3.85 -1.69 -1.38
C: 2.26 2.13 1.72
C: 3.00 2.52 0.60
C: 3.58 3.78 0.55
C: 3.41 4.66 1.60
C: 2.66 4.29 2.71
C: 2.09 3.03 2.77
C: 1.93 -0.21 3.35
C: 3.04 0.21 4.10
C: 3.38 -0.45 5.27
C: 2.62 -1.52 5.71
C: 1.52 -1.95 4.98
C: 1.18 -1.29 3.81
C: -2.82 1.25 2.22
C: -3.92 2.10 2.22
C: -5.02 1.83 3.02
C: -5.03 0.70 3.84
C: -3.93 -0.14 3.86
C: -2.83 0.13 3.05
C: -0.95 3.26 1.39
C: -0.30 3.95 0.37
C: 0.06 5.28 0.56
C: -0.24 5.92 1.75
C: -0.88 5.23 2.77
C: -1.23 3.90 2.59
H: -4.18 4.18 -1.92
H: -2.47 4.37 -1.53
H: -3.64 4.16 -0.24
H: -5.63 1.64 -1.45
H: -4.95 0.95 0.02
H: -4.77 0.10 -1.51
H: -3.53 1.96 -3.87
H: -2.68 0.51 -3.32
H: -1.80 2.04 -3.51
H: 4.79 -0.19 2.18
H: 5.11 0.49 0.59
H: 5.78 -1.07 1.03
H: 3.51 -2.80 2.44
H: 3.94 -3.75 1.01
H: 2.25 -3.37 1.35
H: 4.05 -0.75 -1.89
H: 3.07 -2.23 -1.91
H: 4.75 -2.30 -1.45
H: 3.12 1.82 -0.22
H: 4.16 4.07 -0.32
H: 3.86 5.64 1.57
H: 2.52 4.98 3.53
H: 1.51 2.74 3.64
H: 3.63 1.05 3.76
H: 4.23 -0.11 5.84
H: 2.89 -2.03 6.63
H: 0.93 -2.78 5.33
H: 0.31 -1.61 3.23
H: -3.93 2.98 1.59
H: -5.87 2.50 3.01
H: -5.89 0.49 4.46
H: -3.92 -1.01 4.50
H: -1.95 -0.50 3.09
H: -0.09 3.46 -0.57
H: 0.57 5.81 -0.24
H: 0.03 6.96 1.88
H: -1.11 5.73 3.70
H: -1.74 3.37 3.39
N: -2.02 -1.40 0.02
C: -2.50 -2.52 -0.74
C: -3.77 -3.04 -0.53
C: -4.21 -4.12 -1.28
C: -3.38 -4.69 -2.24
C: -2.11 -4.18 -2.45
C: -1.67 -3.09 -1.70
P: -0.02 -2.37 -1.83
C: 1.08 -3.73 -2.31
C: 1.52 -3.94 -3.62
C: 2.38 -4.99 -3.90
C: 2.79 -5.85 -2.88
C: 2.33 -5.65 -1.58
C: 1.49 -4.59 -1.30
C: -0.06 -1.34 -3.33
C: 1.05 -0.36 -3.50
C: 1.14 0.23 -4.86
C: 0.17 0.05 -5.78
C: -0.96 -0.72 -5.46
C: -1.06 -1.42 -4.26
H: -2.44 -1.39 0.95
H: -2.24 -0.46 -0.39
H: -4.42 -2.59 0.21
H: -5.20 -4.52 -1.11
H: -3.72 -5.54 -2.82
H: -1.45 -4.64 -3.18
H: 1.20 -3.29 -4.42
H: 2.73 -5.15 -4.91
H: 3.45 -6.67 -3.10
H: 2.65 -6.31 -0.79
H: 1.15 -4.42 -0.28
H: 2.00 -0.87 -3.28
H: 1.99 0.85 -5.07
H: 0.24 0.52 -6.76
H: -1.76 -0.82 -6.19
H: -1.92 -2.06 -4.09
Cl: 1.18 2.44 -3.00
C: 0.93 0.78 -2.39
H: 1.67 0.60 -1.62
H: -0.06 0.77 -1.93